Entry 1:
81
Properties=species:S:1:pos:R:3:forces:R:3 method="wB97M-V/def2-TZVPD" e_lumo_ev="-0.172 / -0.439" spin_multiplicity=6 total_energy_ev=-139913.04630 relative_energy_kcal_mol=0.00 gap_ev="7.124 / 6.965" molar_mass_g_mol=700.2 largest_force_ev_per_a=0.6 homo_ha="-0.2681 / -0.2721"
C -3.1886 -1.1854 -1.1950 -0.0865 0.0356 0.0460
C 1.6958 1.0075 4.1559 0.0181 0.0064 0.0151
C 2.4499 -1.3067 3.7666 -0.0124 -0.0411 0.0120
C 4.1212 -1.5309 -2.5917 0.0036 -0.0088 -0.0721
C -2.2749 0.8571 -0.3111 -0.0054 0.1962 0.2796
H 3.1175 -1.8386 -2.8955 0.0229 -0.0007 0.0206
C 5.7350 -1.1873 -0.7349 0.0385 0.0351 0.0142
H -4.1835 -3.0392 -3.0932 0.0272 -0.0007 -0.0056
C 3.3179 -0.5667 1.0268 0.0528 -0.0479 0.1451
Se 0.2242 1.9538 -1.2890 -0.0073 0.2319 -0.0364
H -5.6767 1.2545 -0.5423 0.0149 -0.0018 0.0257
H -1.7161 6.0406 -0.9424 0.0038 0.0015 -0.1005
H -2.9912 -1.4890 -4.7398 0.0165 -0.0114 0.0057
H 4.2551 1.6242 3.3667 -0.0075 -0.0209 0.0041
C 1.5365 1.0363 1.1057 -0.2028 0.2358 0.2248
H 3.0247 -3.3387 -0.8423 0.0192 0.0111 -0.0015
C -2.1559 -1.3433 -2.1182 0.0110 0.0248 0.0063
C 4.0476 -3.0296 -0.6152 -0.0289 -0.0400 0.0204
H -0.3478 -0.4213 -2.8252 -0.0061 0.0289 0.0207
H 5.9375 -0.1620 -1.0525 -0.0065 -0.0200 0.0035
H -4.7273 0.0120 2.8523 0.0073 -0.0069 -0.0214
H 2.3211 0.1335 -2.1032 -0.0225 0.0248 0.0276
C -1.2356 0.7053 -1.2461 -0.0145 -0.0624 -0.0488
C -5.4141 -1.2174 0.5689 -0.0353 -0.0288 -0.0139
C -0.7473 -3.2877 -2.8155 0.0548 -0.0215 0.0263
H -3.3645 -0.9871 2.3291 -0.0062 0.0143 -0.0084
C -5.2602 1.2466 0.4687 -0.0208 -0.0061 -0.0498
H -6.2156 -1.1022 1.3019 0.0133 -0.0029 -0.0120
C -2.0589 -2.5339 -3.0748 0.0036 0.0376 0.0377
H -0.6581 -4.1446 -3.4888 -0.0119 0.0179 0.0072
H -0.6957 7.9518 1.6665 -0.1004 0.0640 0.0733
H -3.2217 0.7766 2.3119 -0.0362 -0.0439 -0.0006
H 1.4405 -1.6430 3.5196 0.0167 0.0106 0.0033
H -1.9933 -2.8718 -5.2218 0.0005 0.0095 0.0267
H -4.9234 -2.1740 0.7641 0.0033 0.0289 -0.0011
H -0.3226 5.1603 -1.6243 0.0005 -0.0072 0.0088
H 4.0359 -1.1787 1.5623 -0.0194 0.0160 -0.0336
H -3.1071 -4.3453 -3.5917 0.0057 0.0194 0.0084
C 3.3163 -0.6495 -0.3624 -0.0010 0.0110 -0.0309
H -3.9624 -1.9360 -1.1685 -0.0034 -0.0134 -0.0030
C 2.3906 0.1411 -1.0230 0.0236 -0.0290 0.0276
C -3.2192 -3.5125 -2.8939 -0.0344 -0.0308 0.0003
H -0.7066 -3.6524 -1.7867 -0.0078 0.0082 -0.0183
O -2.3105 1.8694 0.5515 -0.0979 0.0906 -0.2491
Te 0.0423 5.5150 0.9903 0.5609 -0.0185 -0.0112
C -1.1796 -0.3595 -2.1321 -0.0473 -0.0267 0.0248
H 1.9270 0.8312 5.2110 -0.0257 0.0268 -0.0171
H 4.2382 0.5289 4.7575 -0.0097 -0.0036 -0.0192
H 6.4452 -1.8493 -1.2380 -0.0282 0.0048 0.0040
H 4.8339 -2.2095 -3.0655 -0.0110 0.0115 0.0038
C -4.4488 -0.0367 0.7028 0.0701 -0.0106 -0.0375
H -6.0940 1.2904 1.1758 0.0325 0.0130 -0.0090
C 2.4748 0.2328 1.7913 0.1760 -0.1479 0.0024
Mn -0.7522 2.8922 1.0452 -0.0684 -0.4766 -0.1445
C 2.6554 0.1506 3.3219 -0.0586 0.0224 -0.0821
C -0.6322 5.9687 -0.9675 -0.0757 0.1009 0.0360
H 2.5819 -1.3889 4.8488 -0.0009 0.0073 -0.0179
H 4.8393 -0.0329 3.1949 -0.0265 0.0173 0.0123
H -3.2445 -3.9267 -1.8833 0.0131 0.0101 -0.0204
C 1.5259 0.9531 -0.3011 0.0373 -0.0560 0.0038
C 4.0839 0.5906 3.6767 0.0458 0.0192 0.0068
H -0.1805 6.9061 -1.2781 -0.0473 -0.0015 -0.0551
H 4.1983 -3.1399 0.4605 -0.0052 0.0122 -0.0256
C 4.2930 -1.5860 -1.0748 -0.0535 0.0390 0.0125
O 0.7044 1.8412 1.7509 0.2721 -0.0880 -0.0292
H 1.8087 2.0704 3.9495 0.0227 -0.0157 -0.0090
H 0.1216 -2.6448 -2.9747 -0.0301 -0.0155 0.0077
H -2.1482 6.8962 1.6407 -0.0158 0.0852 0.0536
H -1.2303 -1.3604 -4.7179 -0.0275 -0.0176 0.0009
C -3.9014 -0.0546 2.1379 0.0039 -0.0211 0.0690
C -1.1136 6.9930 1.9575 -0.1971 -0.0071 -0.0362
H 5.9249 -1.2486 0.3385 -0.0096 0.0036 -0.0251
H 4.3048 -0.5277 -2.9839 0.0062 -0.0205 0.0201
H -1.0351 6.8540 3.0323 0.0192 0.0101 -0.0159
H 0.6545 0.7444 3.9810 0.0051 -0.0229 -0.0073
H 3.1558 -1.9907 3.2926 -0.0158 0.0251 0.0109
H -5.8752 -1.2619 -0.4212 0.0119 0.0159 0.0292
C -3.2887 -0.1232 -0.2995 -0.1083 -0.2511 -0.0819
H 4.7343 -3.7141 -1.1207 -0.0071 0.0230 0.0023
C -2.0686 -2.0329 -4.5245 -0.0080 0.0413 -0.0428
H -4.6437 2.1333 0.5959 0.0179 -0.0019 0.0028


Entry 2:
88
Properties=species:S:1:pos:R:3:forces:R:3 method="wB97M-V/def2-TZVPD" e_lumo_ev=-1.904 spin_multiplicity=1 total_energy_ev=-208234.24542 relative_energy_kcal_mol=10.75 gap_ev=7.856 molar_mass_g_mol=761.7 largest_force_ev_per_a=2.9 charge=+1 homo_ha=-0.3587
Se -2.0327 4.0507 -1.6485 1.0565 0.5510 0.4930
C 0.6603 -3.4847 -2.4436 0.4056 -0.4276 -0.5743
C -0.8108 -5.4760 -2.6597 1.2464 -0.1957 0.1593
C -2.2770 -2.1853 1.5387 -0.3379 -1.5961 0.1735
H -3.9448 5.3040 -0.6682 -0.4853 -0.0161 0.0188
C 3.2065 0.4424 1.7794 -0.4362 -0.5767 -0.1647
H -4.2150 2.9032 -1.4655 -0.0681 0.0381 -0.3800
H -3.6264 2.9788 -3.1982 -0.2316 -0.1755 0.3815
C 4.3322 1.3686 1.7943 0.4826 1.4630 -1.2129
Sc 0.2685 -0.2280 0.8938 -1.2494 -0.3741 0.5789
H -2.6235 6.3894 -0.9203 0.3586 0.2980 -0.1436
H -1.7124 4.2095 3.3392 -0.6307 0.7961 1.6744
C -4.3200 -0.5402 -0.4391 -1.1555 -0.1578 -0.3458
C 2.5864 -1.4432 -1.9750 0.3461 -0.2339 -1.6642
H -2.3916 2.1621 4.2513 -0.6823 0.4845 0.7657
H -0.3682 -6.0135 -1.7848 -0.0411 0.5138 -0.7170
H -1.2192 -3.8134 -1.5104 -0.6023 0.6722 0.9509
Se -2.7859 0.6220 -0.2065 0.2900 0.1416 -0.0783
O 1.0055 -1.2952 2.4336 1.3849 -0.2552 0.4625
C 1.0871 2.3229 -3.3360 -1.6676 -0.1016 0.6247
C 1.2507 3.2653 -4.3416 0.2407 0.0736 -0.8681
H 1.2406 -4.1581 -1.8114 0.1734 0.0645 -0.0512
O 0.4348 -1.9366 -0.3750 0.1617 0.0977 0.0786
H -1.8965 -2.3650 0.5305 -0.2823 -0.1923 0.2190
H 4.5481 -2.1418 -1.8188 -0.0673 -0.1395 0.1589
C -2.1578 -0.8799 3.4272 0.1811 -0.5259 -0.7677
H 3.0750 3.6353 -1.0181 0.2488 0.5208 0.7476
H 1.7441 -2.6113 4.7674 1.1384 0.1708 -1.4173
O -0.3940 1.5805 1.9542 -0.2080 0.0489 -0.0687
H 2.7348 -0.5264 -1.3947 -0.0623 -0.2915 0.2802
C -2.7963 1.2930 -2.0141 0.1163 2.5710 -0.9058
C -3.1460 -1.5848 4.0598 -0.5679 -0.2252 -0.0808
C 3.2578 -0.6489 2.6662 -0.3766 -0.4543 0.4972
C 2.1175 4.3310 -4.1855 0.5324 0.4370 0.1187
H -3.4127 0.6289 -2.5864 -0.3857 -0.3242 -0.2954
N -1.7101 -1.2032 2.1759 -0.0383 1.3790 0.7223
H 4.2592 -3.7841 0.0826 -1.1683 0.5314 -0.6596
H 3.5137 5.3122 -2.8368 -0.6528 -0.6447 -0.0222
C -3.2477 -2.9971 2.1691 0.3832 -0.5281 -1.6896
H -1.3947 -3.4490 -3.2528 0.5268 -0.2948 0.6724
C 3.5507 -2.5746 -1.6654 0.5440 0.4090 1.2924
C -3.3661 2.7896 -2.1475 -0.3114 -1.8482 0.0280
C -1.4747 0.2437 4.1029 -0.4250 0.7525 0.6030
H -2.1326 3.8213 1.6914 -0.1621 0.1885 -0.2180
N 2.2290 0.5486 0.9281 0.0879 1.4772 -1.3797
H -3.6182 5.8916 -2.3688 0.2636 -0.0319 1.0160
H 2.4925 -3.4107 0.1045 -1.2610 -0.6584 0.1073
C 1.6537 2.5097 -2.0720 0.6792 2.0301 -1.4422
H 3.9467 2.4054 1.7261 0.2754 -0.5231 -0.1444
H -0.4464 4.1634 2.1029 -0.6828 -0.4341 0.3009
H 3.3934 -2.9429 4.0443 0.3861 0.1305 0.2231
C -3.7081 -2.6757 3.3920 0.3449 1.0226 0.6077
O 0.4211 0.8737 -0.8140 -0.0274 0.4380 -0.4963
H 3.6603 -2.2083 0.4208 -0.1621 0.3555 0.3008
H -1.8011 -5.8416 -2.7275 -1.1456 -0.2799 -0.2144
H 3.5189 -3.4036 -2.3418 -0.4580 -0.3729 -0.6642
H -4.3221 -1.2973 0.3525 0.1709 0.0662 -0.3586
C 2.2260 -1.4873 2.9147 -1.8771 -0.9221 -0.0613
H 1.0650 -3.4826 -3.4711 0.0464 -0.0584 0.3747
C 2.5158 3.6310 -1.9202 -0.3133 -1.3667 -0.4824
H -4.2746 -0.9967 -1.4542 0.0301 0.1138 0.8825
C -1.3955 3.7200 2.4814 1.3084 -1.6664 -1.9579
H -3.5183 -1.2945 5.0354 0.1713 0.0564 -0.0402
S 0.8357 -1.8239 -1.8596 -1.0699 1.0096 -0.2925
H -4.5217 -3.2335 3.7669 -0.6101 -0.5118 0.7874
H 2.3534 5.0273 -5.0071 -0.3853 -0.4330 0.4557
C 1.4651 1.6632 -0.9186 0.6805 -2.1210 1.7538
H 4.9580 1.2009 0.8719 -0.3391 0.2443 1.0779
H -0.2813 -5.7570 -3.5793 -0.0500 -0.1205 0.2683
H 4.1471 -0.8480 3.2048 0.8458 0.0629 0.3080
H -5.3026 -0.0183 -0.3412 0.9113 -0.0865 -0.1568
C 2.7713 4.4952 -2.9558 0.4155 0.7215 -0.4867
H 2.7516 -1.1015 -3.0452 -0.5172 -0.4068 0.9923
C 3.4319 -3.0592 -0.2091 2.8827 0.1962 0.0617
H 1.9308 -3.6447 3.3671 0.2616 0.8417 -0.2537
C 2.3709 -2.7154 3.7973 -1.6645 -0.2890 1.1267
C -1.1983 2.2093 2.6574 0.1953 0.2968 0.5690
C -3.1900 5.5978 -1.3799 -0.3555 -0.4367 -0.9941
H -1.8166 1.3495 -2.5215 -0.0991 -0.5515 0.7512
H 4.8557 1.2847 2.7270 0.6452 -0.2274 0.1602
H -1.7294 0.2419 5.1692 0.3428 -0.2505 -0.1906
C -0.7875 -3.9628 -2.4664 0.0290 -0.2087 -0.9068
N -1.8846 1.5780 3.6434 1.3680 -0.1227 -1.5001
H 0.3032 1.5691 -3.5208 0.7222 0.0321 0.3327
N 2.4561 1.5783 -0.0586 -0.4766 -0.1321 0.0067
H 0.7212 3.1514 -5.2973 0.2430 -0.0819 0.4952
H -0.4159 0.0938 3.9398 0.3996 0.2808 0.1851
H -3.6789 -3.8924 1.7291 0.2664 0.2936 -0.4983